(1)
The following is a quantum chemistry calculation of a cluster of 7 separate species, C6H25O7 in total in a non-equilibrium geometry, from OMol25.

Element x y z (Å)
C 2.760 -0.623 0.484
O 3.229 0.231 1.485
C 1.350 -0.408 0.096
C 0.821 -1.387 -0.929
C 1.511 -1.251 -2.320
C 1.893 0.187 -2.668
C 0.661 1.036 -3.132
H 2.833 -1.677 0.889
H 3.464 -0.466 -0.328
H 1.211 0.645 -0.259
H 0.688 -0.389 0.989
H 0.989 -2.413 -0.603
H -0.236 -1.142 -0.965
H 2.427 -1.849 -2.440
H 0.879 -1.710 -3.064
H 2.644 0.178 -3.493
H 2.447 0.672 -1.862
H 0.253 0.558 -4.018
H -0.042 1.005 -2.285
H 0.937 2.075 -3.391
H 2.554 0.514 2.180
H 1.451 2.128 2.979
O 1.284 1.193 3.098
H -2.197 1.431 1.352
H -3.682 1.077 0.959
O -2.840 1.316 0.572
H -3.327 0.356 -0.651
H -2.837 -0.051 -2.094
O -3.526 -0.193 -1.452
H -1.970 -0.829 3.672
H -2.104 0.511 2.791
O -2.615 -0.379 3.125
H -3.054 -1.807 0.306
H -2.804 -1.495 1.819
O -2.813 -2.224 1.141
H 0.360 1.062 2.685
H -1.426 2.502 2.788
O -1.171 1.615 2.545

F_max: 0.0383 Eh/bohr
highest occupied orbital energy: -0.2355 Eh
net charge: -1
gap between HOMO and LUMO: 9.653 eV

=====

(2)
The following is a quantum chemistry calculation of a cluster of 8 separate species, C6H26BF4N12O7 in total in a non-equilibrium geometry, from OMol25.

Element x y z (Å)
B 0.313 -0.518 0.361
F 0.856 -1.558 1.099
F 1.383 0.336 -0.011
F -0.341 -1.041 -0.699
F -0.529 0.266 1.118
O 3.457 -2.098 1.581
H 2.528 -2.053 1.342
H 3.862 -2.608 0.879
C -4.389 1.091 2.809
O -5.311 1.825 2.753
N -4.343 0.095 3.666
N -3.210 1.234 2.258
H -3.576 -0.510 3.916
H -5.114 0.081 4.318
H -2.960 2.082 1.773
H -2.537 0.483 2.231
C -0.812 -4.437 -0.286
O -0.928 -5.518 0.243
N -0.218 -4.158 -1.459
N -1.674 -3.425 -0.022
H 0.301 -4.805 -2.032
H -0.546 -3.294 -1.862
H -1.362 -2.513 -0.324
H -2.319 -3.429 0.753
C -0.206 0.540 4.554
O -0.461 0.729 5.750
N 0.194 1.505 3.771
N -0.166 -0.654 3.974
H 0.178 2.512 3.799
H 0.492 1.120 2.887
H -0.114 -1.477 4.553
H 0.045 -0.607 2.988
C 3.130 -0.282 -2.991
O 3.976 -0.533 -3.894
N 3.292 0.643 -2.043
N 1.914 -0.781 -2.956
H 4.000 1.353 -1.941
H 2.585 0.573 -1.323
H 1.740 -1.442 -3.699
H 1.339 -0.879 -2.133
C 1.346 3.900 -0.392
O 1.228 5.049 -0.729
N 2.443 3.403 0.201
N 0.540 2.957 -0.683
H 3.206 4.008 0.465
H 2.531 2.469 0.574
H -0.269 3.212 -1.229
H 0.750 1.982 -0.526
C -1.152 0.258 -4.215
O -2.190 -0.341 -4.398
N -0.683 0.686 -3.085
N -0.505 0.755 -5.220
H 0.145 1.254 -2.991
H -1.408 0.528 -2.401
H 0.291 1.267 -4.872
H -0.739 0.765 -6.200

F_max: 0.1150 Eh/bohr
highest occupied orbital energy: -0.2762 Eh
net charge: -1
gap between HOMO and LUMO: 9.765 eV

=====

(3)
The following is a quantum chemistry calculation of a structure of composition C6H26NO7 in a non-equilibrium geometry, from OMol25.

Element x y z (Å)
C -0.500 1.201 3.575
O -1.271 2.368 3.739
C -1.432 0.081 3.066
C -0.655 -1.187 2.924
C -0.624 -1.906 1.563
C -1.133 -1.189 0.332
C -0.169 -0.138 -0.298
N 0.614 -0.756 -1.393
H -0.178 0.911 4.628
H 0.374 1.328 2.892
H -1.878 0.575 2.184
H -2.283 -0.004 3.766
H 0.475 -1.048 3.114
H -0.936 -1.995 3.571
H -1.245 -2.855 1.708
H 0.387 -2.357 1.355
H -1.477 -1.829 -0.436
H -2.091 -0.583 0.652
H 0.562 0.149 0.549
H -0.758 0.752 -0.628
H -0.012 -1.231 -1.978
H 1.133 0.043 -1.871
H 1.365 -0.518 -3.795
H 1.039 0.968 -4.216
O 1.039 0.001 -4.527
H -2.633 1.405 -2.411
H -1.674 0.892 -3.380
O -2.579 0.830 -3.143
H -1.906 2.291 2.964
H -1.208 3.400 -1.975
O -1.297 2.441 -1.742
H 1.926 -2.385 -1.046
H 2.908 -3.125 -1.875
O 2.198 -3.328 -1.311
H 3.433 -0.286 -0.606
H 4.213 0.436 0.588
O 4.170 -0.253 -0.066
H 1.241 2.857 -2.271
H -0.189 2.106 -1.956
O 1.051 1.939 -2.249

F_max: 0.0684 Eh/bohr
highest occupied orbital energy (spin up / spin down): -0.3669 / -0.3649 Eh
expectation value of S²: 0.763
2S+1: 2
gap between HOMO and LUMO (spin up / spin down): 9.402 / 4.517 eV

=====

(4)
The following is a quantum chemistry calculation of a cluster of 6 separate species, C6H27N2O5 in total in a non-equilibrium geometry, from OMol25.

Element x y z (Å)
C -2.183 -0.541 1.182
C -0.781 -0.083 0.712
C -0.666 1.450 0.897
C 0.264 1.796 2.082
C 1.660 2.202 1.483
C 2.672 1.016 1.510
N 2.573 -0.099 2.448
N -0.511 -0.447 -0.760
H -2.134 -0.796 2.259
H -2.925 0.241 1.102
H -2.293 -1.540 0.768
H 0.071 -0.529 1.230
H -0.447 2.013 -0.010
H -1.668 1.855 1.127
H 0.480 1.002 2.785
H -0.186 2.736 2.434
H 2.070 3.113 1.925
H 1.605 2.536 0.459
H 2.881 0.645 0.517
H 3.681 1.396 1.741
H 2.749 0.203 3.401
H 1.703 -0.612 2.522
H -1.147 0.173 -1.287
H -0.915 -1.400 -0.877
H 0.457 -0.316 -1.090
H 0.496 -2.734 -0.571
H 1.007 -3.141 0.799
O 0.213 -3.162 0.264
H -1.907 -3.256 -1.147
H -2.910 -2.493 -2.111
O -2.207 -2.395 -1.477
H 2.351 -2.995 -1.761
H 1.845 -1.829 -2.693
O 1.977 -2.111 -1.769
H -1.805 1.534 -2.691
H -3.194 0.860 -2.820
O -2.445 0.994 -2.202
H 0.748 2.190 -2.613
H -0.144 3.444 -2.374
O -0.105 2.490 -2.246

F_max: 0.0710 Eh/bohr
highest occupied orbital energy (spin up / spin down): -0.0983 / -0.3442 Eh
expectation value of S²: 0.750
2S+1: 2
gap between HOMO and LUMO (spin up / spin down): 3.121 / 9.676 eV

=====

(5)
The following is a quantum chemistry calculation of a cluster of 8 separate species, C6H27NO7 in total in a non-equilibrium geometry, from OMol25.

Element x y z (Å)
C 0.118 -1.625 2.455
C 0.093 -0.111 2.377
C -0.860 0.359 1.316
C -0.322 0.060 -0.187
C -0.502 0.643 -1.284
C 0.361 0.348 -2.485
N -1.594 1.490 -1.399
H -0.817 -1.972 2.167
H 0.883 -2.156 1.947
H 0.132 -1.961 3.507
H -0.263 0.356 3.372
H 1.151 0.257 2.182
H -1.098 1.373 1.301
H -1.818 -0.233 1.605
H 0.294 -0.910 -0.018
H 0.064 -0.556 -2.830
H 1.382 0.242 -2.249
H 0.251 0.973 -3.374
H -1.715 2.232 -1.956
H -1.917 1.882 -0.516
O 1.304 -2.518 -2.298
H 0.384 -2.982 -2.329
H 1.721 -2.784 -3.054
O 3.049 1.998 2.213
H 3.314 1.960 1.289
H 2.713 1.090 2.440
O -0.187 3.229 2.591
H 0.018 2.308 2.415
H 0.711 3.550 2.858
O -2.867 -1.720 -1.222
H -2.102 -1.056 -0.841
H -3.715 -1.563 -0.906
O -1.130 -3.322 -2.667
H -1.794 -2.582 -2.929
H -1.269 -3.473 -1.630
O -0.928 3.426 -0.063
H -0.888 4.380 -0.207
H -0.410 3.455 0.804
O 2.862 -0.994 -0.790
H 2.073 -1.381 -1.144
H 3.321 -1.712 -0.459

F_max: 0.2077 Eh/bohr
highest occupied orbital energy: -0.2913 Eh
gap between HOMO and LUMO: 8.445 eV

=====

(6)
The following is a quantum chemistry calculation of a cluster of 9 separate species, C6H27NO8 in total in a non-equilibrium geometry, from OMol25.

Element x y z (Å)
C 0.805 -3.132 2.328
C 0.238 -2.078 1.379
C -0.960 -1.505 1.482
C -1.339 -0.165 0.958
C -1.293 0.916 2.021
C -1.612 0.100 -0.317
N -1.779 1.408 -0.809
H 1.528 -3.699 1.706
H -0.032 -3.757 2.654
H 1.279 -2.494 3.056
H 1.122 -1.656 0.845
H -1.832 -2.095 1.734
H -2.244 1.552 2.027
H -0.290 1.505 2.053
H -1.361 0.266 2.915
H -1.484 -0.668 -1.134
H -2.712 1.788 -0.999
H -1.212 2.055 -0.250
O -2.747 -2.010 -3.303
H -1.872 -2.286 -3.740
H -2.400 -1.168 -2.972
O 3.721 1.046 -0.318
H 4.632 0.756 -0.217
H 3.313 1.205 0.529
O -0.803 -0.092 -3.343
H -0.719 0.690 -2.818
H -0.256 -0.418 -4.036
O 3.031 0.475 -3.419
H 3.229 -0.464 -3.298
H 3.437 0.946 -2.695
O 1.512 3.187 2.084
H 2.107 2.456 2.167
H 1.058 3.369 1.263
O 2.008 0.092 2.681
H 1.027 0.114 2.757
H 2.060 -0.606 2.029
O -3.364 -2.817 -0.232
H -3.532 -3.126 -1.107
H -3.508 -1.896 -0.105
O 0.144 3.945 -1.098
H 0.658 3.524 -1.769
H 0.444 4.736 -0.690

F_max: 0.0534 Eh/bohr
highest occupied orbital energy: -0.3237 Eh
gap between HOMO and LUMO: 8.912 eV

=====

(7)
The following is a quantum chemistry calculation of a structure of composition C6H28AsB4F6O2Sn2 in a non-equilibrium geometry, from OMol25.

Element x y z (Å)
Sn -1.706 -2.289 -1.884
Sn -0.439 2.751 -0.943
B -0.886 -0.011 0.409
H -1.443 0.089 -0.510
H -1.073 0.750 1.150
H -1.266 -0.948 0.787
H 0.166 -0.090 0.185
B -3.495 2.647 -0.070
H -3.232 2.605 0.975
H -4.569 2.723 -0.136
H -2.989 3.438 -0.600
H -3.192 1.724 -0.540
B -1.811 0.802 -3.050
H -2.213 1.800 -3.135
H -0.840 0.851 -2.584
H -2.470 0.114 -2.543
H -1.637 0.436 -4.050
B -4.779 -0.929 -1.003
H -5.403 -1.679 -0.542
H -3.799 -0.971 -0.555
H -4.660 -1.247 -2.027
H -5.166 0.075 -0.926
As 2.799 -0.066 -2.937
F 3.639 -0.836 -1.595
F 1.222 -0.789 -2.363
F 2.002 0.696 -4.363
F 4.384 0.671 -3.417
F 3.109 -1.506 -3.861
F 2.403 1.379 -1.861
C 0.095 -4.000 2.498
C 0.739 -3.473 1.220
O 0.022 -3.445 0.186
C 2.118 -2.783 1.275
H -0.986 -4.090 2.397
H 0.269 -3.211 3.229
H 0.521 -4.926 2.885
H 2.798 -3.123 0.494
H 2.631 -2.962 2.219
H 2.043 -1.711 1.096
C 3.460 3.155 2.800
C 2.369 2.430 2.019
O 1.549 3.068 1.358
C 2.136 0.962 2.298
H 4.410 2.621 2.800
H 3.017 3.356 3.775
H 3.695 4.111 2.332
H 1.284 0.464 1.835
H 2.092 0.773 3.370
H 3.082 0.592 1.902

F_max: 0.1093 Eh/bohr
highest occupied orbital energy (spin up / spin down): -0.0168 / -0.0962 Eh
net charge: -2
expectation value of S²: 0.753
2S+1: 2
gap between HOMO and LUMO (spin up / spin down): 4.157 / 6.312 eV

=====

(8)
The following is a quantum chemistry calculation of a cluster of 9 separate species, C6H28BF4O8 in total in a non-equilibrium geometry, from OMol25.

Element x y z (Å)
B 0.463 1.504 -1.424
F 1.542 0.686 -1.747
F -0.649 0.912 -2.063
F 0.198 1.495 -0.013
F 0.702 2.890 -1.766
O 0.552 -0.844 1.689
H 0.656 0.065 1.371
H -0.071 -1.307 1.166
O -3.104 0.702 0.004
H -2.968 0.763 -0.947
H -2.256 0.938 0.357
O 3.609 5.089 0.672
H 2.702 5.261 0.272
H 3.891 4.501 -0.041
O 0.471 -2.072 -2.300
H 1.338 -1.998 -1.895
H 0.140 -1.164 -2.067
O 0.840 4.764 0.022
H 1.007 4.083 -0.647
H 0.404 4.366 0.773
C -4.056 5.339 -0.311
C -4.566 4.639 0.913
O -5.520 3.546 0.655
H -3.442 4.541 -0.791
H -3.313 6.134 -0.127
H -4.903 5.696 -0.907
H -5.076 5.323 1.626
H -3.732 4.231 1.527
H -5.079 2.936 0.116
C 3.096 -3.036 2.460
C 3.646 -2.992 0.992
O 2.536 -2.619 0.159
H 2.353 -3.792 2.493
H 2.769 -2.048 2.760
H 3.780 -3.297 3.347
H 3.934 -3.992 0.661
H 4.434 -2.313 0.772
H 2.076 -1.973 0.694
C 1.047 -5.449 -0.928
C -0.463 -5.470 -0.976
O -0.986 -4.204 -0.536
H 1.559 -4.569 -1.418
H 1.514 -6.318 -1.354
H 1.364 -5.460 0.112
H -0.804 -6.230 -0.231
H -0.910 -5.709 -1.912
H -0.726 -3.549 -1.215

F_max: 0.0612 Eh/bohr
highest occupied orbital energy: -0.2817 Eh
net charge: -1
gap between HOMO and LUMO: 10.493 eV